1.
Entry from the Open Molecules 2025 dataset: a structure of composition C21H23F17MgN2O25S4 (wB97M-V/def2-TZVPD).

Structure (XYZ):
```
93
Properties=species:S:1:pos:R:3
O -1.6613 2.4317 -1.0799
H -0.7000 1.6009 4.6747
O 2.1854 4.1481 -3.2211
H 2.4754 -4.7551 -1.1119
C -1.4963 -1.1514 -5.6066
O -3.7422 3.6596 -0.9281
F 0.0413 -2.8180 0.7283
O -3.7072 5.6170 1.0560
C 0.1536 -1.7985 -4.2009
O -1.7195 -5.2303 -0.8164
H -2.6827 1.3731 2.7254
F -1.6835 5.9825 3.0891
O 2.1600 -0.8815 0.6309
C -2.6028 5.0370 3.3335
H -0.1295 -2.2567 5.0867
H 0.8918 5.6782 -5.5889
F 2.7741 1.5079 -2.3676
O 0.7618 -2.4315 -3.4085
O 0.7910 -0.6234 2.6479
O -2.4196 -4.0940 5.0307
O -0.8858 -2.2359 -4.9778
F 1.5316 -0.1627 -1.8259
F -0.9752 -3.7830 6.7240
S -3.2659 4.4388 1.7173
H 0.3732 3.9922 -4.0939
H 3.2466 1.7346 5.9636
H -0.0621 0.3003 -6.2953
C 2.9796 -4.2717 0.9284
O -3.5693 -3.2138 3.3214
H 2.1231 3.1071 5.8777
C 2.6131 5.4405 -3.1426
F -2.2958 5.6786 -2.2438
C 3.3262 -4.3741 -0.5491
O 0.9994 3.1422 -0.1175
H 2.3671 0.9256 4.1098
F 0.6045 1.6682 -2.4773
O -2.4474 -6.1007 -2.7274
H -2.3320 0.8372 4.7114
F -2.8797 -3.4243 -1.4788
C 2.7248 2.4139 5.2900
O 5.9815 -5.8520 0.9749
F -1.9887 4.0471 3.9844
F -0.4914 -1.3477 -0.8060
C 4.9789 -5.3148 0.6773
O 1.8892 1.7184 4.3716
N -1.9708 3.7057 1.0114
N 0.4188 1.0312 0.8202
C -1.7854 -4.8771 -3.0518
F -1.5310 -1.3978 -6.9653
H -0.8387 -3.5762 -1.6627
S -2.3590 3.6018 -0.6224
C -0.3286 -1.5713 0.5019
O 2.9443 1.7571 0.4115
H -0.7185 -5.1980 5.3404
O -1.7423 1.5579 2.8407
S 1.6143 1.8304 -0.0538
O -1.3942 -2.7446 3.5858
O 2.4606 6.0440 -4.3465
O 3.0911 5.9231 -2.1878
H 3.4534 3.0428 4.7669
F 1.7275 2.7556 -4.9418
C 1.7941 5.1661 -5.2525
C -1.4122 0.9824 4.1447
C -0.5488 0.0199 -5.3612
O 4.1157 -4.7550 1.5864
C -2.2347 -6.3571 -1.4251
C -0.3818 -3.1491 4.5129
C 1.4234 3.9473 -4.3834
F -3.5631 5.5525 4.0577
H -1.0351 -0.0242 3.9780
O 0.3485 -0.4804 -4.3955
H 2.4014 4.9439 -6.1279
H -2.3480 -4.3828 -3.8352
F 1.9933 -5.2341 1.1754
H -2.5398 -1.0301 -5.3276
C -1.7532 -4.1597 -1.7097
C -1.0717 -4.1733 5.4123
H -1.0363 0.9172 -4.9800
S 0.9534 -0.4403 1.2321
Mg -0.6213 2.4623 1.5661
F -1.2182 5.9607 -0.3915
C 1.6225 1.1583 -1.8181
C -1.4901 5.0999 -1.3738
O 4.5139 -5.1418 -0.5774
F -0.3594 4.7286 -1.9460
H 3.5083 -3.3946 -1.0047
F -1.5121 -1.3215 1.0586
O -4.2224 3.4310 2.0800
C -2.5621 -3.3368 3.9099
H 0.5219 -3.5050 4.0272
H -0.7470 -5.0490 -3.3426
O -2.4685 -7.3594 -0.8535
H 2.6527 -3.3201 1.3279
```

**HOMO**: -11.356 eV
**Calculated total energy**: -6295.195170 Eh

Population analysis type Mulliken, resulting atomic charges in e: O -0.43; H 0.25; O -0.10; H 0.27; C 0.43; O -0.55; F -0.11; O -0.56; C 0.62; O -0.31; H 0.12; F -0.23; O -0.45; C 0.58; H 0.23; H 0.28; F -0.19; O -0.50; O -0.22; O -0.35; O -0.35; F -0.08; F -0.31; S 0.93; H 0.14; H 0.30; H 0.27; C 0.97; O -0.48; H 0.23; C 0.50; F -0.23; C -0.22; O -0.73; H 0.18; F -0.12; O -0.35; H 0.39; F -0.34; C -0.71; O -0.49; F -0.19; F -0.01; C 0.49; O -0.24; N 0.19; N 0.40; C -0.35; F -0.33; H -0.34; S 0.64; C 0.41; O -0.53; H 0.29; O 0.45; S 0.49; O -0.09; O -0.36; O -0.48; H 0.27; F -0.30; C -0.46; C -0.49; C -0.42; O -0.40; C 0.47; C -0.24; C 0.49; F -0.20; H -0.10; O -0.16; H 0.29; H 0.31; F -0.33; H 0.29; C 1.12; C 0.30; H 0.21; S -0.40; Mg 0.84; F -0.23; C 0.66; C 0.62; O -0.35; F -0.18; H 0.16; F -0.17; O -0.64; C 0.54; H 0.16; H 0.26; O -0.50; H -0.11



2.
Entry from the Open Molecules 2025 dataset: a structure of composition C21H23F3InN3O8P (wB97M-V/def2-TZVPD).

Structure (XYZ):
```
60
Properties=species:S:1:pos:R:3
H -1.3028 1.8216 4.5624
C 2.0926 -2.4932 -3.6461
C -0.7385 2.2664 3.7566
H 5.8196 0.0498 -3.5884
F 0.4176 -2.3575 -5.3771
C 0.7862 3.4191 1.7344
O 7.3173 -3.6443 -4.3332
H -1.2809 -1.3028 5.4611
H 5.3562 -1.8583 -1.3728
C -0.1776 0.6876 -4.9838
N -3.3321 -0.3093 4.1123
O 0.3002 2.2935 6.2548
C -0.4499 2.8542 1.4429
H 1.3826 3.8475 0.9401
H 5.0252 -4.4811 -4.3930
H -5.2501 -0.4345 8.2871
In 5.0119 -1.3899 -3.0217
H -2.1646 1.8241 2.2308
H 2.2311 3.8416 3.2840
C -2.9529 0.9091 -4.8329
O -4.3322 0.2198 3.6658
H 2.5638 -0.4011 -3.9419
O -0.5189 2.3285 -1.8630
H 5.4973 -3.1092 -5.8725
H -2.9707 -0.1389 -6.7032
C -3.2240 -1.1454 8.2408
H -0.8058 2.8609 0.4230
H -3.1920 -1.3517 9.3026
F 2.3884 -1.6793 -5.9076
O -2.3457 -0.5858 3.4621
C 0.4916 2.8396 4.0193
N 0.9908 2.8283 5.4062
C -3.3013 -0.6146 5.5579
C 1.2709 3.4174 3.0325
O 1.2452 1.8134 -2.9840
O 2.0477 3.3829 5.6353
H -0.5081 -0.3485 -6.8199
N 0.0458 1.8586 -2.8374
C -2.1724 1.4314 -3.8149
O 0.8831 -2.7082 -2.9058
H 2.4210 -0.9259 -2.2777
C -4.4281 -0.3542 6.3154
C 1.7251 -2.5714 -5.1438
C 2.8021 -1.2130 -3.2578
C -0.7987 1.3124 -3.9194
H -1.2022 -1.7865 7.9021
H 0.9553 -3.5432 -2.4429
H -2.6053 1.9184 -2.9543
F 2.0092 -3.7906 -5.6554
C -2.3546 0.2781 -5.9169
H -4.0304 0.9885 -4.7745
P 5.8545 -3.3206 -4.5068
C -2.1362 -1.1283 6.0965
H 2.7239 -3.3778 -3.5071
H -5.3092 0.0536 5.8434
C -4.3814 -0.6289 7.6727
H 0.8980 0.5968 -5.0060
C -0.9740 0.1656 -5.9908
C -2.1055 -1.3925 7.4567
C -1.2082 2.2778 2.4535
```

**HOMO**: -4.713 eV
**Calculated total energy**: -2411.041676 Eh
**Charge**: -1

Population analysis type Mulliken, resulting atomic charges in e: H 0.48; C 0.00; C -0.36; H -0.36; F -0.28; C -0.46; O -0.69; H 0.47; H -0.36; C -0.16; N 1.02; O -0.62; C -0.44; H 0.41; H -0.02; H 0.36; In 0.59; H 0.36; H 0.45; C -0.42; O -0.63; H 0.06; O -0.65; H 0.00; H 0.37; C -0.43; H 0.46; H 0.38; F -0.29; O -0.55; C 0.06; N 1.01; C 0.15; C -0.43; O -0.59; O -0.62; H 0.37; N 1.10; C -0.39; O -0.56; H 0.44; C -0.48; C 0.76; C -0.98; C 0.11; H 0.37; H 0.34; H 0.46; F -0.33; C -0.51; H 0.36; P 0.18; C -0.16; H 0.51; H 0.45; C -0.40; H 0.39; C -0.46; C -0.55; C -0.29